No. 1
This record from the Open Molecules 2025 dataset describes a cluster of 2 separate species, C14H16 in total in a non-equilibrium geometry. The level of theory is ωB97M-V with the def2-TZVPD basis set.

Last column: Löwdin charge in e.
CARTESIAN COORDINATES (ANGSTROEM)
C: 2.583 -4.022 0.127  -0.0628
C: 2.766 -2.850 -0.773  -0.2846
C: 3.939 -2.047 -0.655  -0.0323
C: 4.135 -0.990 -1.551  -0.0891
C: 3.160 -0.703 -2.531  -0.0682
C: 1.975 -1.484 -2.449  -0.1005
C: 1.728 -2.473 -1.568  -0.0753
H: 1.529 -4.410 0.199  0.0898
H: 2.807 -3.564 1.082  0.0791
H: 2.990 -4.987 -0.089  0.0687
H: 4.747 -2.219 0.035  0.1034
H: 5.080 -0.552 -1.591  0.0752
H: 3.333 0.088 -3.255  0.0968
H: 1.363 -1.126 -3.250  0.0913
H: 0.771 -2.926 -1.475  0.1086
C: -2.002 2.173 3.129  -0.0884
C: -2.563 2.417 1.819  -0.3129
C: -3.953 2.660 1.618  -0.0617
C: -4.467 2.553 0.355  -0.1320
C: -3.637 2.221 -0.735  -0.0888
C: -2.223 2.060 -0.535  -0.0474
C: -1.649 2.139 0.799  -0.0283
H: -2.102 3.104 3.687  0.0840
H: -0.957 1.844 3.179  0.0878
H: -2.653 1.520 3.700  0.0828
H: -4.665 2.889 2.535  0.1513
H: -5.529 2.695 0.286  0.0920
H: -4.251 2.166 -1.665  0.1044
H: -1.629 1.733 -1.361  0.0777
H: -0.625 2.092 0.932  0.0793

The gap between HOMO and LUMO is 9.5 eV. The value obtained for the energy above the lowest of the compared OMol25 structures with the same formula, charge and spin is 202.6 kJ/mol. Its spin multiplicity is 1. As for the SMILES: Cc1ccccc1.Cc1ccccc1.


No. 2
This record from the Open Molecules 2025 dataset describes the ion C5H10NO2 with charge -1 in a non-equilibrium geometry. The level of theory is ωB97M-V with the def2-TZVPD basis set.

Last column: Löwdin charge in e.
CARTESIAN COORDINATES (ANGSTROEM)
C: -2.002 -1.429 -0.393  -0.1030
C: -0.861 -0.717 0.372  -0.3440
C: 0.036 -1.934 0.853  -0.0701
C: -0.102 0.243 -0.597  -0.3167
N: 0.889 -0.385 -1.477  0.0261
C: 0.553 1.390 0.230  -0.7004
O: 1.639 1.854 -0.217  -0.0960
O: 0.083 1.705 1.348  -0.0866
H: -2.899 -0.857 -0.567  0.0540
H: -2.335 -2.326 0.138  0.0522
H: -1.551 -1.714 -1.372  0.0788
H: -1.143 -0.026 1.164  0.1052
H: 0.752 -2.084 0.072  0.0362
H: -0.473 -2.866 1.092  0.0532
H: 0.501 -1.577 1.782  0.0756
H: -0.878 0.876 -1.059  0.1340
H: 1.800 -0.121 -1.095  0.0676
H: 0.681 -1.356 -1.634  0.0338

The gap between HOMO and LUMO is 7.8 eV. The value obtained for the energy above the lowest of the compared OMol25 structures with the same formula, charge and spin is 95.8 kJ/mol. Its spin multiplicity is 1. As for the SMILES: CC(C)[C@H](N)C(=O)[O-]. As for the total charge: -1.


No. 3
This record from the Open Molecules 2025 dataset describes an isolated molecule of C19H24O4. The level of theory is ωB97M-V with the def2-TZVPD basis set.

Last column: Löwdin charge in e.
CARTESIAN COORDINATES (ANGSTROEM)
C: 0.005 -0.388 3.975  -0.0868
C: 1.317 -1.127 4.209  -0.2200
C: 2.310 -0.903 3.064  -0.1894
O: 1.802 -1.417 1.844  -0.0584
C: 1.351 -0.554 0.884  -0.1913
C: 1.977 0.664 0.604  -0.0076
C: 1.495 1.522 -0.354  -0.0183
C: 0.359 1.195 -1.101  -0.0980
C: -0.224 2.042 -2.115  -0.0905
C: -1.282 1.586 -2.826  -0.0711
C: -1.867 0.274 -2.562  -0.3964
O: -2.811 -0.183 -3.161  0.1232
O: -1.308 -0.477 -1.575  0.1588
C: -0.233 -0.054 -0.871  -0.0940
C: 0.248 -0.941 0.110  -0.1191
O: -0.454 -2.094 0.253  -0.0136
C: 0.230 -3.325 0.453  -0.1782
C: -0.143 -3.952 1.794  -0.2188
C: -1.633 -4.257 1.872  -0.0979
C: -1.940 2.365 -3.925  -0.1369
C: -1.047 3.493 -4.423  -0.1914
C: -0.532 4.282 -3.227  -0.1923
C: 0.368 3.400 -2.366  -0.1384
H: -0.675 -0.552 4.808  0.0729
H: 0.179 0.682 3.875  0.0788
H: -0.478 -0.743 3.067  0.0678
H: 1.785 -0.778 5.131  0.1105
H: 1.127 -2.196 4.311  0.0995
H: 3.242 -1.441 3.267  0.1291
H: 2.528 0.165 2.988  0.1098
H: 2.867 0.941 1.149  0.1124
H: 2.011 2.450 -0.534  0.1082
H: -0.093 -3.984 -0.363  0.1330
H: 1.311 -3.183 0.385  0.1240
H: 0.135 -3.260 2.589  0.0822
H: 0.440 -4.867 1.919  0.1141
H: -1.895 -4.636 2.857  0.0689
H: -2.205 -3.354 1.679  0.0728
H: -1.909 -5.001 1.129  0.0732
H: -2.883 2.771 -3.546  0.1326
H: -2.201 1.674 -4.730  0.1231
H: -0.203 3.078 -4.977  0.1201
H: -1.608 4.142 -5.097  0.1108
H: -1.381 4.627 -2.634  0.1198
H: 0.027 5.160 -3.556  0.1102
H: 1.335 3.264 -2.862  0.1335
H: 0.557 3.894 -1.410  0.1192

The gap between HOMO and LUMO is 8.6 eV. The value obtained for the energy above the lowest of the compared OMol25 structures with the same formula, charge and spin is 59.9 kJ/mol. Its spin multiplicity is 1. As for the SMILES: CCCOc1ccc2c3c(c(=O)oc2c1OCCC)CCCC3.